[1]
Below is a 3-piece molecular cluster, C11H18N3O overall, with properties calculated with ωB97M-V/def2-TZVPD.

Values from the calculation:
* maximum force: 5.42 eV/Å
* Kohn-Sham gap (alpha / beta): 5.998 / 7.377 eV
* energy above the lowest of the compared OMol25 structures with the same formula, charge and spin: 116.2 kcal per mole
* net charge: +1

Positions of all 33 atoms, in Å:
C: -6.869582 0.075232 0.045738
C: -6.120159 -1.116264 -0.048012
C: -6.260972 1.387134 0.001170
C: -4.767918 -1.019469 -0.119885
C: -4.838095 1.383362 -0.122118
C: -4.217968 0.219082 -0.090283
C: 2.894431 1.012699 0.219409
C: 3.213119 -0.881410 -1.117217
C: 4.325137 1.009792 0.737499
C: 4.664911 -1.070873 -0.510003
C: -1.282795 -0.151006 -0.090201
N: -0.291126 0.179234 -0.911182
N: -1.027411 -0.548648 1.103076
N: 2.378896 -0.300900 -0.099956
O: 5.198923 0.116014 -0.055610
H: -7.941859 -0.146958 0.108002
H: -6.639495 -2.076196 -0.192830
H: -6.789860 2.274338 -0.073904
H: -4.262334 -1.946982 -0.331625
H: -4.528720 2.507595 -0.360432
H: 2.207750 1.379663 0.963008
H: 2.846082 1.645048 -0.771304
H: 3.488062 -0.181583 -1.966199
H: 2.863511 -2.004060 -1.460299
H: 4.781943 1.974708 0.581090
H: 4.388966 0.724413 1.818781
H: 4.496187 -1.622447 0.402816
H: 5.397183 -1.523416 -1.294370
H: -0.477264 0.660835 -1.758963
H: 0.710794 0.205272 -0.660006
H: 0.015766 -0.661433 1.346009
H: -1.728934 -1.088545 1.626305
H: 2.407841 -0.959595 0.742362

Forces on atoms 1 to 2 (eV/Å):
C -0.04 0.68 0.08
C -1.87 1.33 -0.09

Mulliken population analysis, charges in e, atoms 1 to 5:
1 C -0.3187
2 C -0.4042
3 C -0.4924
4 C -0.1812
5 C -0.1914

=====

[2]
Below is a 17-piece molecular cluster, H34O17 overall, with properties calculated with ωB97M-V/def2-TZVPD.

Values from the calculation:
* maximum force: 4.08 eV/Å
* Kohn-Sham gap: 9.645 eV
* energy above the lowest of the compared OMol25 structures with the same formula, charge and spin: 85.4 kcal per mole
* net charge: 0

Positions of all 51 atoms, in Å:
O: 3.924127 1.832376 -0.421057
H: 3.338478 2.241594 0.264804
H: 3.764760 2.418396 -1.188114
O: 2.089741 0.131166 -0.794471
H: 2.602331 -0.140370 -1.570959
H: 2.779903 0.661911 -0.289629
O: -1.854325 4.667271 -2.274972
H: -1.232077 3.938959 -2.329297
H: -2.582568 4.430902 -2.861740
O: -2.151867 -0.505420 2.297099
H: -2.901996 -0.668475 1.748952
H: -1.778348 0.241403 1.698247
O: 0.733488 -0.684579 4.610384
H: 0.150608 -0.806983 5.408826
H: 0.147635 -0.906453 3.869489
O: 2.076658 2.345754 -3.562090
H: 2.832120 2.945726 -3.592862
H: 2.317878 1.490706 -3.237309
O: 1.382109 2.250279 2.857982
H: 0.567810 2.664481 3.214786
H: 1.871620 2.002587 3.719986
O: 2.426210 -2.669193 -3.036961
H: 1.825173 -2.979033 -3.720695
H: 1.948967 -3.015410 -2.257035
O: 0.599407 -1.863714 -1.456378
H: 0.704194 -2.302531 -0.554571
H: 1.030119 -0.979041 -1.369424
O: 2.242997 -2.412057 2.606966
H: 1.875345 -1.534223 2.716299
H: 2.886177 -2.468913 3.299197
O: -3.792549 -3.030236 -2.787005
H: -3.076583 -2.474948 -2.398297
H: -3.636112 -3.867254 -2.334777
O: -2.086896 -2.917909 1.603194
H: -1.337155 -3.227797 2.114193
H: -1.851919 -1.995380 1.260254
O: 0.083416 -3.962956 2.680104
H: -0.067025 -4.153889 3.584981
H: 0.926868 -3.451732 2.566164
O: -0.958183 2.104325 0.795604
H: -0.387545 2.443290 1.463159
H: -1.445522 2.873681 0.489714
O: -0.879304 2.312029 -2.575430
H: -0.116877 1.867120 -2.960844
H: -1.218923 1.805132 -1.868487
O: -5.988017 -0.904545 -1.165526
H: -5.569440 -1.682089 -0.781352
H: -6.067745 -0.142536 -0.603347
O: 1.649236 2.839494 -0.855447
H: 0.839900 3.326275 -1.153605
H: 1.363705 1.912811 -0.868700

Forces on atoms 1 to 2 (eV/Å):
O 0.24 0.94 0.84
H 0.81 0.06 -0.76

Mulliken population analysis, charges in e, atoms 1 to 5:
1 O -0.7237
2 H 0.4059
3 H 0.3456
4 O -0.9460
5 H 0.2997

=====

[3]
Below is a 3-piece molecular cluster, C3H11NO3 overall, with properties calculated with ωB97M-V/def2-TZVPD.

Values from the calculation:
* maximum force: 6.94 eV/Å
* SMILES: C[C@@H](N)C=O.O.O
* Kohn-Sham gap: 10.446 eV
* energy above the lowest of the compared OMol25 structures with the same formula, charge and spin: 80.3 kcal per mole
* net charge: 0

Positions of all 18 atoms, in Å:
O: -1.443245 -0.956486 0.859413
C: -1.287662 -1.105967 -0.287055
C: -0.222846 -0.133039 -0.864219
C: 1.020681 -0.785191 -1.280082
N: -1.022357 0.469502 -1.982902
H: -2.038049 -1.689686 -0.865425
H: -0.279634 0.849478 -0.274341
H: 1.884800 -0.194451 -1.041789
H: 1.024339 -1.061916 -2.302926
H: 1.174811 -1.649186 -0.902532
H: -1.135523 -0.300956 -2.573037
H: -0.412896 1.281505 -2.404143
H: 1.128331 0.432811 2.549696
H: 0.518864 -0.814575 2.382721
O: 1.353796 -0.510539 2.654845
H: 0.676380 1.989972 1.944785
H: -0.825044 1.778145 2.088708
O: -0.114743 2.400582 2.298286

Forces on atoms 1 to 2 (eV/Å):
O -1.22 -0.79 4.47
C 1.09 2.05 -1.91

Mulliken population analysis, charges in e, atoms 1 to 5:
1 O -0.4040
2 C -0.2975
3 C 0.8437
4 C -1.7131
5 N -0.7521

=====

[4]
Below is an isolated molecule of C9H7NO, with properties calculated with ωB97M-V/def2-TZVPD.

Values from the calculation:
* maximum force: 4.82 eV/Å
* SMILES: C#CC#CN(C=O)CCC#C
* Kohn-Sham gap: 9.191 eV
* energy above the lowest of the compared OMol25 structures with the same formula, charge and spin: 167.0 kcal per mole
* net charge: 0

Positions of all 18 atoms, in Å:
C: 2.243453 1.768938 0.277470
C: 0.888006 1.470110 0.057240
C: 3.383796 2.167496 0.398379
C: 2.031621 -1.304147 -0.795477
C: -0.270760 1.147868 -0.138688
C: 0.903332 -1.239624 -0.373000
C: -2.616450 0.783727 -0.444282
C: -0.457590 -1.692265 -0.116186
C: -1.202633 -0.740502 0.841656
N: -1.432003 0.535872 0.090926
O: -3.573230 0.068798 -0.241722
H: 4.273209 2.636407 0.399777
H: 2.914533 -0.896414 -1.193276
H: -2.733013 1.595268 -1.076645
H: -0.940239 -1.763363 -1.035598
H: -0.499275 -2.733657 0.523884
H: -2.199036 -1.260537 0.981982
H: -0.713725 -0.543982 1.843555

Forces on atoms 1 to 2 (eV/Å):
C -0.19 0.57 -0.44
C 0.00 0.06 0.12

Mulliken population analysis, charges in e, atoms 1 to 5:
1 C -0.6306
2 C 0.2035
3 C -0.1059
4 C -0.1813
5 C 0.0092